# C4H9FN

A gas-phase ion, C4H9FN (charge +1) at a distorted geometry (ωB97M-V/def2-TZVPD, the OMol25 dataset).

```
15
Properties=species:S:1:pos:R:3:forces:R:3:nbo_charge:R:1
C 1.4747 1.2738 2.4390 0.3 0.1 0.2 -0.47
C 1.4375 0.6497 1.2959 -3.4 -2.0 -2.4 0.41
C -1.0473 -0.8450 -1.5069 -0.7 -0.6 -0.5 -0.43
C 0.0580 -0.2642 0.5679 3.4 2.0 3.2 -0.29
N -0.0259 0.0104 -0.8646 0.3 0.3 -0.3 -0.50
F 2.4106 0.6090 0.3827 0.3 0.1 0.0 -0.33
H 2.3761 1.7922 2.7267 0.1 0.0 0.0 0.25
H 0.6513 1.2828 3.1270 -0.3 -0.1 0.0 0.24
H -2.0145 -0.6867 -1.0298 0.2 0.1 0.0 0.24
H -1.1357 -0.6179 -2.5663 0.1 0.1 0.0 0.25
H -0.7736 -1.8927 -1.3912 0.1 0.1 0.1 0.24
H 0.3002 -1.3057 0.7543 -0.2 -0.1 -0.3 0.24
H -0.8303 0.0460 1.1045 -0.2 0.0 -0.2 0.24
H 0.8959 -0.1608 -1.2939 -0.2 0.2 0.1 0.45
H -0.2536 1.0007 -1.0181 0.2 -0.2 0.0 0.45
```
Forces are in eV/Å.

The calculation puts the lowest unoccupied orbital energy at -3.512 eV. Its multiplicity is 1. Its structure (SMILES) is C=C(F)C[NH2+]C. The largest force on an atom comes out at 5.06 eV Å⁻¹. As for the charge: +1. The calculation puts the orbital gap at 10.83 eV. As for the total energy: -312.1193 a.u. The calculation puts the energy above the lowest of the compared OMol25 structures with the same formula, charge and spin at 1.558 eV.